Entry 1:
{
  "formula": "C42H82N10O14S2",
  "method": "the ωB97M-V functional and the def2-TZVPD basis",
  "e_homo_ev": -7.174,
  "total_energy_ha": -4046.53378,
  "orbital_gap_ev": 7.46,
  "species": ["O", "C", "N", "C", "C", "S", "C", "C", "C", "C", "N", "C", "C", "C", "C", "C", "C", "C", "O", "O", "S", "O", "O", "C", "C", "C", "C", "O", "H", "H", "H", "H", "H", "H", "H", "H", "H", "H", "H", "H", "H", "H", "H", "H", "H", "H", "H", "H", "H", "H", "H", "H", "H", "H", "C", "N", "C", "C", "O", "H", "H", "H", "H", "H", "H", "H", "C", "N", "C", "C", "O", "H", "H", "H", "H", "H", "H", "H", "C", "N", "C", "C", "O", "H", "H", "H", "H", "H", "H", "H", "C", "N", "C", "C", "O", "H", "H", "H", "H", "H", "H", "H", "C", "N", "C", "C", "O", "H", "H", "H", "H", "H", "H", "H", "C", "N", "C", "C", "O", "H", "H", "H", "H", "H", "H", "H", "C", "N", "C", "C", "O", "H", "H", "H", "H", "H", "H", "H", "C", "N", "C", "C", "O", "H", "H", "H", "H", "H", "H", "H"],
  "positions_angstrom": [[6.43678, 2.56947, 2.53846], [5.61220, 2.61109, 1.59182], [4.73732, 2.41044, 0.65756], [3.36894, 2.20662, 1.25071], [2.34129, 3.34830, 0.77572], [2.60482, 3.61735, -1.04476], [0.81548, 3.11916, 1.21899], [-0.07421, 4.23567, 0.44606], [-1.59258, 4.31836, 1.00628], [-2.45035, 3.25205, 0.13302], [-3.11818, 2.33677, 1.12844], [-4.00790, 1.43292, 0.33579], [-3.39881, -0.01499, 0.05073], [-3.29179, -0.53766, -1.41664], [-2.73779, -1.97229, -1.70771], [-2.29573, -2.86518, -0.52895], [-2.34883, -2.36150, 0.94171], [-2.90615, -0.92755, 1.19755], [-2.97444, -0.41417, 2.52423], [0.25225, 1.82788, 0.86593], [1.15420, 0.56865, 1.57004], [0.54236, -0.78062, 1.36282], [1.21540, 0.90292, 3.04877], [2.85001, 0.73179, 0.77635], [3.86496, -0.41912, 1.22706], [4.39984, -1.36010, 0.04381], [4.76084, -0.60139, -1.31394], [5.43332, -1.46696, -2.29602], [3.50297, 2.20146, 2.39391], [2.68364, 4.32561, 1.29487], [2.95038, 2.43291, -1.67870], [0.66346, 3.31001, 2.34632], [-0.17952, 3.98893, -0.67787], [0.47469, 5.24086, 0.49188], [-1.98615, 5.36410, 0.70479], [-1.67897, 4.16230, 2.13080], [-1.77285, 2.56060, -0.50113], [-3.17519, 3.75154, -0.59662], [-3.76773, 2.97168, 1.64021], [-4.38888, 1.88575, -0.64742], [-4.95204, 1.25995, 0.97867], [-3.62113, 0.11198, -2.29399], [-2.68207, -2.36064, -2.77748], [-1.91887, -3.92951, -0.72582], [-2.03183, -2.97942, 1.84591], [-2.93412, -1.16429, 3.16818], [2.64565, 0.79321, -0.34281], [4.77841, -0.04730, 1.80736], [3.27946, -1.10226, 1.95494], [3.69836, -2.26070, -0.11524], [5.38916, -1.82609, 0.42596], [3.74839, -0.32942, -1.81221], [5.30643, 0.39841, -1.17605], [5.42329, -0.90256, -3.10967], [-5.35836, -6.56876, -4.17447], [-4.75054, -5.25883, -4.07225], [-5.59829, -4.10790, -3.80940], [-3.40870, -5.07005, -4.21447], [-2.83916, -3.99625, -4.13952], [-6.08627, -6.56180, -4.99033], [-5.86642, -6.80069, -3.23456], [-4.60655, -7.33466, -4.37285], [-5.49314, -3.39348, -4.62540], [-5.27414, -3.62986, -2.88206], [-6.64196, -4.41233, -3.72021], [-2.85848, -6.00472, -4.41031], [-9.63065, -0.85009, -6.00731], [-8.31513, -1.35436, -5.67004], [-7.50778, -1.96017, -6.71146], [-7.81066, -1.27783, -4.40436], [-6.71652, -1.68165, -4.05907], [-10.23914, -1.67133, -6.39507], [-9.53086, -0.07698, -6.77357], [-10.12231, -0.42372, -5.13151], [-7.27582, -2.99074, -6.43122], [-6.57138, -1.40487, -6.80767], [-8.03982, -1.94998, -7.66346], [-8.50298, -0.80102, -3.69174], [8.09111, -1.01500, -0.64064], [9.52425, -1.15730, -0.79941], [10.39331, -0.77717, 0.29724], [10.08264, -1.63748, -1.94751], [11.27513, -1.78046, -2.14245], [7.85738, 0.03543, -0.44438], [7.76447, -1.62632, 0.20504], [7.56329, -1.33664, -1.53866], [11.07536, 0.00690, -0.04116], [10.98290, -1.64454, 0.60457], [9.80715, -0.41384, 1.14225], [9.33547, -1.89590, -2.71520], [4.46682, 6.78565, 5.55147], [4.25607, 6.28477, 4.20765], [4.89756, 5.04730, 3.81055], [3.47456, 6.93788, 3.30396], [3.25778, 6.56882, 2.16160], [5.53490, 6.96001, 5.70362], [4.11293, 6.04120, 6.26903], [3.92610, 7.72005, 5.70989], [5.54668, 5.23793, 2.95244], [4.12908, 4.32699, 3.51662], [5.48726, 4.63862, 4.63137], [3.03477, 7.86523, 3.70479], [1.10406, -5.18818, -0.76958], [1.12861, -5.62210, -2.15392], [2.09278, -5.02926, -3.05973], [0.27366, -6.56939, -2.62970], [0.24112, -6.97805, -3.77738], [0.90001, -4.11429, -0.73794], [2.07870, -5.38908, -0.31698], [0.33311, -5.71526, -0.20682], [1.56082, -4.54887, -3.88491], [2.73286, -5.81607, -3.46726], [2.70445, -4.29171, -2.53873], [-0.41582, -6.95268, -1.85941], [4.40687, 9.92242, 1.58824], [5.64393, 10.43315, 2.14363], [5.85619, 11.86695, 2.18476], [6.61531, 9.60806, 2.62922], [7.67308, 9.97267, 3.10740], [4.32006, 10.25083, 0.54938], [3.56776, 10.31682, 2.16783], [4.38386, 8.83226, 1.62146], [6.75471, 12.11268, 1.61329], [6.00576, 12.17754, 3.22184], [4.99860, 12.39328, 1.76412], [6.35315, 8.54012, 2.55015], [-8.86740, -1.12498, 2.81555], [-7.95970, -0.30769, 2.03704], [-7.48588, 0.94256, 2.59782], [-7.53589, -0.67658, 0.79270], [-6.77713, -0.03707, 0.09053], [-9.77224, -0.54967, 3.02881], [-8.38178, -1.40214, 3.75486], [-9.14004, -2.03168, 2.27318], [-7.77801, 1.76442, 1.93886], [-6.39508, 0.91603, 2.66159], [-7.90757, 1.10120, 3.59110], [-7.95460, -1.64121, 0.46294], [-2.03373, -9.05546, 2.25679], [-1.60626, -7.67107, 2.26592], [-2.45044, -6.68001, 2.90550], [-0.43682, -7.26950, 1.69314], [-0.02337, -6.12392, 1.66771], [-2.99526, -9.12858, 1.74220], [-2.14463, -9.40136, 3.28766], [-1.30552, -9.68629, 1.74460], [-2.73484, -5.92308, 2.17002], [-1.88856, -6.19465, 3.70742], [-3.34626, -7.14735, 3.31594], [0.12719, -8.09883, 1.23612]],
  "forces_ev_per_angstrom": [[-4.436, 0.745, -5.671], [0.873, -2.055, 1.763], [3.195, 1.188, 4.059], [-1.047, -0.633, 0.625], [0.913, -0.798, 1.042], [-0.165, 0.280, -0.366], [-0.415, 2.181, -0.510], [-0.434, -0.214, 0.096], [0.443, 0.400, -2.170], [1.025, -0.628, 1.115], [-1.181, 1.212, -2.006], [-1.158, -1.752, 0.791], [1.356, -2.324, -1.251], [1.306, -2.541, 3.037], [-0.377, 1.490, 3.439], [-1.046, 2.878, 0.868], [-1.590, 2.647, -3.031], [0.241, -1.348, -2.438], [-0.134, -1.408, -1.313], [2.142, -1.618, 0.556], [-2.195, -1.741, 4.012], [1.679, 3.802, -0.844], [0.682, -0.195, -4.013], [0.618, 1.413, 0.183], [-0.681, -1.077, 0.179], [1.231, -0.524, 0.070], [-1.940, 0.255, -0.451], [-0.555, 1.650, 0.330], [-0.819, -0.095, -1.604], [-0.572, -1.363, -1.109], [-0.341, 0.531, 1.207], [0.566, -0.517, -1.662], [0.498, 0.251, 1.896], [-0.701, -1.411, 0.243], [0.647, -1.539, 0.822], [0.074, 0.050, -1.561], [-0.926, 1.272, 1.023], [0.765, -0.434, 1.031], [0.633, -0.777, -0.251], [0.670, -0.634, 1.216], [1.442, 0.141, -1.135], [0.440, -0.963, 1.500], [-0.101, 0.570, 1.788], [-0.586, 1.821, 0.267], [-0.355, 0.842, -1.558], [0.108, 0.792, -1.030], [0.248, -0.350, 1.514], [-1.526, 0.000, -0.871], [1.036, 1.048, -1.095], [0.928, 1.640, -0.095], [-1.571, 0.682, -0.528], [1.421, -0.227, 0.836], [-0.463, -1.547, 0.171], [0.133, -0.985, 0.868], [0.042, 0.315, 0.049], [0.765, -0.251, -0.050], [0.493, -0.028, -0.094], [-0.486, -0.174, 0.041], [-0.204, -0.128, -0.081], [-0.042, -0.195, 0.062], [-0.064, -0.168, -0.099], [-0.015, 0.122, 0.013], [-0.058, -0.052, 0.247], [-0.160, 0.152, -0.130], [0.138, -0.059, -0.038], [-0.010, -0.049, -0.002], [0.240, -0.131, -0.128], [0.022, 0.134, 0.707], [0.225, -0.023, 0.236], [-0.024, 0.009, -0.276], [-0.505, 0.402, -0.333], [-0.140, 0.155, -0.019], [-0.209, 0.001, 0.022], [0.122, -0.060, -0.042], [0.082, 0.049, -0.169], [0.002, -0.157, -0.107], [-0.015, 0.041, 0.157], [-0.077, 0.024, -0.041], [0.376, 0.009, 0.031], [0.067, -0.222, -0.588], [0.248, -0.099, -0.222], [-0.060, 0.135, 0.343], [-0.206, 0.106, 0.234], [-0.183, -0.045, 0.043], [-0.173, 0.074, -0.038], [0.100, 0.000, 0.132], [0.046, -0.062, 0.179], [0.058, 0.160, 0.090], [-0.026, -0.058, -0.156], [-0.104, 0.022, 0.053], [0.107, -0.190, -0.076], [-0.574, 0.592, -0.490], [-0.088, 0.072, -0.266], [0.302, -0.318, 0.493], [0.128, -0.181, 0.137], [-0.084, 0.055, 0.161], [0.060, 0.142, 0.104], [0.029, -0.099, -0.100], [0.004, -0.161, 0.064], [0.134, -0.087, 0.010], [-0.098, 0.106, -0.073], [0.043, 0.004, 0.074], [0.008, 0.067, -0.495], [-0.527, -0.566, -0.126], [-0.184, -0.210, -0.259], [0.458, 0.512, 0.076], [0.076, 0.096, 0.119], [0.005, -0.019, 0.201], [-0.108, 0.044, 0.185], [0.326, 0.241, -0.344], [0.175, 0.005, -0.023], [0.044, 0.164, -0.085], [-0.126, -0.105, 0.040], [0.009, 0.063, 0.119], [0.164, 0.194, 0.037], [0.361, -0.614, 0.227], [0.300, -0.081, 0.131], [-0.212, 0.355, -0.120], [-0.274, 0.098, -0.103], [-0.189, -0.105, 0.028], [-0.122, -0.097, -0.147], [0.043, 0.120, -0.039], [-0.073, 0.151, 0.095], [0.033, 0.144, -0.122], [0.052, -0.162, 0.029], [-0.116, -0.025, -0.059], [0.171, 0.271, 0.010], [0.042, -0.401, -0.572], [0.174, 0.014, -0.282], [0.036, 0.180, 0.211], [-0.345, 0.013, 0.344], [-0.054, -0.178, 0.104], [-0.185, -0.098, 0.032], [0.080, 0.115, -0.011], [0.101, 0.063, 0.133], [-0.065, 0.146, 0.086], [0.001, -0.106, -0.121], [-0.055, -0.047, 0.073], [-0.095, 0.230, 0.085], [0.724, -0.005, -0.405], [0.209, 0.248, -0.086], [-0.449, -0.126, 0.351], [-0.455, -0.327, 0.600], [0.034, -0.191, 0.050], [-0.051, -0.163, -0.101], [-0.029, 0.133, 0.036], [-0.063, 0.043, 0.166], [-0.160, 0.070, -0.028], [0.142, -0.043, -0.088], [-0.052, -0.079, 0.000]]
}



Entry 2:
{
  "formula": "C3H9N2O",
  "method": "the ωB97M-V functional and the def2-TZVPD basis",
  "total_charge": 2,
  "s_squared": 0.755,
  "e_above_lowest_kj_mol": 37.7,
  "e_homo_ev": [-22.338, -22.079],
  "multiplicity": 2,
  "total_energy_ha": -303.70485,
  "orbital_gap_ev": [13.19, 7.94],
  "species": ["N", "C", "C", "C", "N", "O", "H", "H", "H", "H", "H", "H", "H", "H", "H"],
  "positions_angstrom": [[-0.33463, -1.68305, -0.31593], [-0.50803, -0.18677, -0.08890], [0.09025, 0.58320, -1.29200], [0.33715, 0.23000, 1.14926], [0.47719, 1.50379, 1.42394], [0.90853, -0.66014, 1.80910], [-0.90896, -1.95772, -1.12363], [0.62641, -1.92817, -0.58367], [-0.64786, -2.23309, 0.49224], [-1.56698, 0.02277, 0.00892], [-0.33265, 1.58676, -1.32289], [1.17599, 0.66237, -1.26092], [-0.23075, 0.06849, -2.20112], [1.12023, 1.78734, 2.16345], [-0.20587, 2.20422, 1.14214]],
  "forces_ev_per_angstrom": [[-0.395, 0.434, -0.106], [1.373, -0.283, -0.762], [-0.494, -0.159, 0.205], [-0.904, 1.468, -0.185], [0.038, -0.359, 0.447], [0.339, -0.541, 0.008], [-0.143, -0.048, 0.085], [0.075, -0.081, 0.249], [0.123, -0.250, -0.087], [-0.186, -0.017, 0.491], [0.031, -0.009, -0.027], [0.036, -0.162, -0.038], [0.079, 0.119, -0.086], [-0.097, -0.016, 0.098], [0.125, -0.095, -0.293]]
}



Entry 3:
{
  "formula": "C10H20HfN2PS",
  "method": "the ωB97M-V functional and the def2-TZVPD basis",
  "total_charge": 1,
  "e_above_lowest_kj_mol": 0.0,
  "e_homo_ev": [-9.988, -9.989],
  "total_energy_ha": -1289.71889,
  "orbital_gap_ev": [6.19, 6.19],
  "species": ["C", "C", "C", "C", "C", "Hf", "P", "H", "H", "H", "H", "H", "H", "H", "H", "C", "C", "N", "C", "S", "N", "C", "C", "H", "H", "H", "H", "H", "H", "H", "H", "H", "H", "H", "H"],
  "positions_angstrom": [[-0.80778, 1.38526, -4.21074], [0.01860, 0.34349, -4.60250], [-0.18398, -1.00873, -4.12104], [0.37722, -1.52313, -2.91337], [1.12723, -0.74409, -2.03649], [-0.49460, 0.52946, -2.29714], [1.26061, 2.26004, -1.47518], [-1.14304, 2.22802, -4.79651], [0.81019, 0.46439, -5.35521], [-0.73691, -1.70284, -4.76176], [1.87585, -1.05829, -1.32492], [0.20630, -2.59260, -2.73331], [0.84775, 3.48787, -0.88379], [2.18934, 2.81289, -2.39961], [2.20915, 1.88267, -0.48220], [0.07339, -2.65394, 3.11548], [0.21348, -1.66804, 1.97297], [-1.11981, -1.41516, 1.35604], [-1.36511, -0.26847, 0.67808], [-2.32255, -0.29540, -0.77030], [-0.88464, 0.88716, 1.19689], [-0.88602, 1.10975, 2.67223], [0.39544, 1.77839, 3.10927], [-0.57024, -2.25244, 3.90788], [1.05873, -2.85407, 3.54952], [-0.34418, -3.60704, 2.77425], [0.61878, -0.71555, 2.32659], [0.88405, -2.05271, 1.18857], [-1.49602, -2.24343, 0.89059], [-1.15259, 1.72650, 0.67559], [-1.75320, 1.74771, 2.89626], [-1.04339, 0.14666, 3.16636], [0.43861, 2.80927, 2.74052], [0.41969, 1.81587, 4.20243], [1.27965, 1.24053, 2.74452]],
  "forces_ev_per_angstrom": [[-0.827, -1.937, -0.538], [1.025, 2.812, -1.487], [-0.224, -1.885, 2.775], [1.156, -1.465, -2.354], [-0.126, 1.179, 0.047], [-1.019, -0.312, 0.367], [1.374, 1.276, 0.619], [0.914, 0.388, -0.159], [-0.190, 0.083, -0.137], [-0.430, 0.550, 0.442], [-0.182, -0.510, 0.044], [-0.064, 0.264, 0.047], [0.176, -0.138, -0.064], [-0.443, -0.303, 0.094], [-0.458, -0.015, -0.266], [0.139, -0.037, 0.221], [-0.135, 0.009, 0.184], [0.347, 0.483, -1.170], [0.245, -0.533, 0.529], [-0.471, 0.202, 0.799], [-0.864, -0.094, -0.185], [0.034, 0.102, -0.163], [0.142, 0.194, 0.243], [0.098, -0.103, -0.183], [-0.180, -0.010, -0.082], [0.051, 0.152, 0.058], [-0.043, -0.383, -0.175], [-0.226, 0.126, 0.170], [0.014, 0.421, 0.191], [-0.035, -0.592, 0.258], [0.203, -0.218, -0.017], [-0.011, 0.290, -0.152], [0.066, -0.167, 0.044], [0.125, 0.049, -0.157], [-0.181, 0.122, 0.155]]
}